(1)
The following is a DFT calculation (ωB97M-V with the def2-TZVPD basis set) of a cluster of 2 separate species, C2H7BrOSi in total in a non-equilibrium geometry.

The geometry in ORCA input format:
```
! RIJCOSX wB97M-V def2-TZVPD def2/J DEFGRID3
* xyz 0 1
Si 2.0515 0.8090 -0.6145
Br 0.5172 -0.6936 -1.8060
H 2.7946 -0.3504 0.1409
H 1.8778 1.9913 0.1661
H 2.6958 1.0846 -1.8268
C -2.0008 -0.5266 0.4308
C -0.5793 -0.2620 0.6867
O -0.0306 0.8651 0.6741
H -2.3003 -1.5650 0.1845
H -2.5265 -0.0219 -0.3894
H -2.5980 -0.1490 1.3418
H 0.0986 -1.1815 1.0118
*
```

Summary:
SMILES string: [SiH3]Br.CC=O
Kohn-Sham gap in eV: 9.819
HOMO energy in eV: -9.9

(2)
The following is a DFT calculation (ωB97M-V with the def2-TZVPD basis set) of a cluster of 2 separate species, C2H6O2 in total.

The geometry in ORCA input format:
```
! RIJCOSX wB97M-V def2-TZVPD def2/J DEFGRID3
* xyz 0 1
C -0.1781 -1.1126 -0.6174
C -1.1717 -0.4539 -0.0504
O -1.3949 0.8838 -0.2377
H -0.0478 -2.1589 -0.3791
H 0.5503 -0.6339 -1.2547
H -1.8358 -0.9439 0.6593
H -1.8125 1.2230 0.5600
O 2.1835 1.1869 0.1307
H 1.3799 1.5907 0.4852
H 2.3273 0.4186 0.7041
*
```

Summary:
SMILES string: C=CO.O
Kohn-Sham gap in eV: 9.943
HOMO energy in eV: -9.3

(3)
The following is a DFT calculation (ωB97M-V with the def2-TZVPD basis set) of a cluster of 4 separate species, C36H75FN2O6S in total in a non-equilibrium geometry.

The geometry in ORCA input format:
```
! RIJCOSX wB97M-V def2-TZVPD def2/J DEFGRID3
* xyz 0 1
C -2.0032 -5.6511 -0.0116
C -0.9156 -4.7219 0.6133
C -0.5366 -3.6566 -0.4528
C 0.7273 -2.8621 -0.0176
C 0.6877 -1.4254 -0.6112
C 1.4911 -0.3941 0.2290
C 0.8154 1.0343 0.3185
C 0.1921 1.5477 -1.0139
C -1.3170 1.9189 -0.9976
C -2.2688 0.8385 -1.6141
C -3.5707 0.6556 -0.7975
O -3.7729 -0.7308 -0.4635
C -4.9038 -0.9476 0.2325
C -5.5556 -2.3050 -0.0476
O -5.3921 -0.1758 0.9834
N 2.0363 1.9057 0.4772
C 2.5351 1.7320 1.7873
O 3.6435 1.5529 2.1280
C 1.2302 1.8517 2.6197
O 1.0263 3.2745 2.6250
N 1.2363 1.5449 4.0123
C 0.1278 2.1186 4.7845
C -0.2189 1.2675 6.0273
C 0.1011 1.2269 1.6711
S -0.7883 -0.2257 2.3198
O -1.5214 -0.8737 1.2882
O 0.0904 -1.1510 2.9624
F -1.8628 0.2535 3.3922
H -2.0932 -6.5707 0.5769
H -2.9406 -5.0827 -0.0717
H -1.7015 -5.8771 -1.0441
H -1.3289 -4.1681 1.4697
H -0.0386 -5.3031 0.9330
H -1.4083 -2.9929 -0.5601
H -0.3440 -4.1676 -1.4093
H 1.6209 -3.4094 -0.3546
H 0.7835 -2.8415 1.0816
H 1.1504 -1.4810 -1.6121
H -0.3526 -1.1340 -0.7775
H 1.7360 -0.7846 1.2279
H 2.4618 -0.2713 -0.2714
H 0.7366 2.4555 -1.3071
H 0.3356 0.8553 -1.8556
H -1.7224 2.2050 -0.0194
H -1.4281 2.8076 -1.6377
H -2.6090 1.2201 -2.5898
H -1.7811 -0.1204 -1.8216
H -3.5795 1.2571 0.1223
H -4.4530 0.9804 -1.3736
H -5.5909 -2.4568 -1.1340
H -6.5628 -2.3274 0.3726
H -4.9402 -3.0797 0.4310
H 2.7194 1.8321 -0.2672
H 0.6872 3.5616 1.7654
H 1.3787 0.5587 4.2004
H -0.7769 2.3223 4.1918
H 0.4513 3.0907 5.1850
H -0.8559 1.8887 6.6696
H -0.7870 0.3646 5.7718
H 0.7076 0.9774 6.5397
H -0.6746 2.0017 1.7789
C -2.0494 -3.3401 4.7123
C -1.5448 -2.7588 6.0271
C -0.5566 -3.6694 6.7543
C -1.1190 -5.0248 7.1861
C -2.3441 -4.9601 8.0970
C -2.0708 -4.2723 9.4306
H -2.6055 -4.2669 4.8668
H -2.7191 -2.6323 4.2188
H -1.2182 -3.5450 4.0341
H -2.3941 -2.5229 6.6752
H -1.0466 -1.8083 5.8184
H -0.1691 -3.1402 7.6304
H 0.3076 -3.8447 6.1052
H -0.3259 -5.5808 7.6974
H -1.3708 -5.6143 6.2994
H -2.6835 -5.9809 8.2939
H -3.1706 -4.4557 7.5880
H -1.2757 -4.7852 9.9768
H -2.9664 -4.2839 10.0547
H -1.7782 -3.2297 9.2958
C 4.9721 4.9256 -5.6319
C 5.4785 5.5128 -4.3185
C 6.4575 4.5986 -3.5825
C 5.8825 3.2509 -3.1444
C 4.6554 3.3334 -2.2387
C 4.9281 4.0273 -0.9069
H 4.4089 4.0042 -5.4724
H 4.3090 5.6329 -6.1335
H 5.8025 4.7083 -6.3070
H 4.6294 5.7594 -3.6747
H 5.9845 6.4586 -4.5315
H 6.8463 5.1300 -2.7089
H 7.3222 4.4118 -4.2272
H 6.6685 2.6913 -2.6270
H 5.6286 2.6580 -4.0284
H 4.3062 2.3144 -2.0374
H 3.8351 3.8423 -2.7549
H 5.7149 3.5105 -0.3534
H 4.0268 4.0259 -0.2896
H 5.2296 5.0664 -1.0451
C -1.6865 -0.3504 -8.5533
C -1.9427 -0.3309 -7.0502
C -2.3802 1.0367 -6.5271
C -1.3552 2.1587 -6.7037
C 0.0054 1.9022 -6.0580
C -0.0681 1.7475 -4.5435
H -0.8693 0.3165 -8.8330
H -1.4154 -1.3561 -8.8792
H -2.5800 -0.0491 -9.1043
H -1.0491 -0.6737 -6.5205
H -2.7296 -1.0549 -6.8210
H -2.6378 0.9420 -5.4671
H -3.3050 1.3311 -7.0336
H -1.7771 3.0803 -6.2887
H -1.2073 2.3538 -7.7698
H 0.6648 2.7423 -6.2925
H 0.4737 1.0151 -6.4940
H -0.4957 2.6421 -4.0820
H 0.9315 1.6012 -4.1278
H -0.6745 0.8869 -4.2539
*
```

Summary:
SMILES string: CCCCCC[C@]1(CCCCOC(C)=O)NC(=O)[C@](O)(NCC)[C@@H]1S(=O)(=O)F.CCCCCC.CCCCCC.CCCCCC
Kohn-Sham gap in eV: 9.563
HOMO energy in eV: -9.2